A cluster of 7 separate species, C16H44N2O7S5 in total in a non-equilibrium geometry, computed with wB97M-V/def2-TZVPD.

Strongest force on any atom (eV/A): 4.21
Frontier orbital gap (eV): 9.1743

Bonds (Å) are listed after each position.
CARTESIAN COORDINATES (ANGSTROEM)
1 C -0.54 0.54 4.36  S2 1.762, H5 1.098, H6 1.110, H7 1.112
2 S 0.40 1.05 5.76  C1 1.762, O3 1.483, C4 1.750
3 O 1.13 2.26 5.31  S2 1.483
4 C -1.00 1.69 6.60  S2 1.750, H8 1.125, H9 1.088, H10 1.082
5 H -0.96 1.49 3.99  C1 1.098
6 H -1.33 -0.22 4.56  C1 1.110
7 H 0.05 0.05 3.56  C1 1.112
8 H -0.59 2.19 7.53  C4 1.125
9 H -1.69 0.90 6.87  C4 1.088
10 H -1.53 2.47 6.08  C4 1.082
11 C -2.23 -6.04 -2.99  S12 1.759, H15 1.095, H16 1.072, H17 1.088
12 S -2.01 -4.73 -1.84  C11 1.759, O13 1.506, C14 1.763
13 O -2.11 -5.42 -0.50  S12 1.506
14 C -0.26 -4.71 -2.06  S12 1.763, H18 1.078, H19 1.080, H20 1.070
15 H -1.95 -5.79 -4.02  C11 1.095
16 H -3.25 -6.39 -3.00  C11 1.072
17 H -1.60 -6.82 -2.58  C11 1.088
18 H -0.07 -4.49 -3.10  C14 1.078
19 H 0.11 -5.70 -1.85  C14 1.080
20 H 0.13 -3.89 -1.50  C14 1.070
21 C 7.48 1.75 0.66  S22 1.745, H25 1.096, H26 1.090, H27 1.067
22 S 5.98 2.61 0.48  C21 1.745, O23 1.438, C24 1.773
23 O 6.23 3.86 -0.18  S22 1.438
24 C 5.34 1.43 -0.68  S22 1.773, H28 1.084, H29 1.081, H30 1.079
25 H 8.00 1.66 -0.30  C21 1.096
26 H 7.29 0.75 1.07  C21 1.090
27 H 8.10 2.27 1.35  C21 1.067
28 H 4.40 1.79 -1.08  C24 1.084
29 H 5.12 0.51 -0.15  C24 1.081
30 H 6.04 1.37 -1.49  C24 1.079
31 C -2.04 -3.81 2.43  S32 1.725, H35 1.073, H36 1.078, H37 1.093
32 S -3.00 -2.45 1.94  C31 1.725, O33 1.510, C34 1.723
33 O -2.22 -1.86 0.79  S32 1.510
34 C -4.27 -3.32 1.17  S32 1.723, H38 1.082, H39 1.102, H40 1.110
35 H -1.82 -4.41 1.58  C31 1.073
36 H -2.51 -4.37 3.22  C31 1.078
37 H -1.11 -3.36 2.78  C31 1.093
38 H -5.05 -2.65 0.84  C34 1.082
39 H -4.73 -3.97 1.94  C34 1.102
40 H -3.80 -4.01 0.44  C34 1.110
41 C -4.99 -1.05 -5.37  S42 1.740, H45 1.101, H46 1.101, H47 1.117
42 S -4.53 0.41 -4.54  C41 1.740, O43 1.479, C44 1.766
43 O -5.76 0.89 -3.86  S42 1.479
44 C -3.64 -0.26 -3.17  S42 1.766, H48 1.090, H49 1.077, H50 1.099
45 H -5.77 -1.47 -4.72  C41 1.101
46 H -4.10 -1.64 -5.63  C41 1.101
47 H -5.42 -0.71 -6.34  C41 1.117
48 H -4.22 -1.01 -2.63  C44 1.090
49 H -3.34 0.54 -2.52  C44 1.077
50 H -2.72 -0.81 -3.42  C44 1.099
51 C 3.34 5.98 1.24  O52 1.219, N53 1.356, H56 1.125
52 O 3.19 6.51 2.33  C51 1.219
53 N 2.38 5.36 0.50  C51 1.356, C54 1.476, C55 1.458
54 C 0.99 5.21 0.98  N53 1.476, H57 1.093, H58 1.092, H59 1.079
55 C 2.72 4.72 -0.77  N53 1.458, H60 1.072, H61 1.117, H62 1.075
56 H 4.32 6.01 0.70  C51 1.125
57 H 0.26 5.78 0.39  C54 1.093
58 H 0.89 5.64 1.98  C54 1.092
59 H 0.69 4.18 0.98  C54 1.079
60 H 2.62 5.42 -1.58  C55 1.072
61 H 3.79 4.42 -0.73  C55 1.117
62 H 2.05 3.88 -0.80  C55 1.075
63 C -0.61 -0.97 -1.73  O64 1.184, N65 1.391, H68 1.129
64 O -0.30 -1.69 -2.62  C63 1.184
65 N 0.19 -0.15 -0.94  C63 1.391, C66 1.421, C67 1.466
66 C -0.43 0.76 -0.04  N65 1.421, H69 1.098, H70 1.069, H71 1.110
67 C 1.64 -0.13 -1.18  N65 1.466, H72 1.083, H73 1.082, H74 1.070
68 H -1.69 -0.89 -1.41  C63 1.129
69 H 0.10 0.74 0.92  C66 1.098
70 H -1.47 0.58 0.15  C66 1.069
71 H -0.27 1.78 -0.44  C66 1.110
72 H 1.89 0.88 -1.47  C67 1.083
73 H 2.18 -0.33 -0.26  C67 1.082
74 H 1.89 -0.81 -1.96  C67 1.070

Charges per atom according to Mulliken partitioning, unit e: C -0.818; S 0.466; O -0.598; C -0.949; H 0.317; H 0.340; H 0.238; H 0.306; H 0.359; H 0.326; C -1.200; S 0.764; O -0.732; C -1.057; H 0.356; H 0.361; H 0.370; H 0.388; H 0.486; H 0.208; C -1.053; S 0.601; O -0.613; C -0.787; H 0.316; H 0.369; H 0.368; H 0.083; H 0.366; H 0.385; C -0.747; S 0.382; O -0.419; C -0.823; H 0.126; H 0.430; H 0.287; H 0.351; H 0.410; H 0.051; C -0.872; S 0.473; O -0.643; C -0.901; H 0.303; H 0.304; H 0.325; H 0.350; H 0.362; H 0.305; C 0.119; O -0.598; N 0.090; C -0.864; C -0.324; H 0.335; H 0.322; H 0.333; H 0.246; H 0.243; H 0.084; H 0.005; C 0.273; O -0.600; N 0.273; C -0.917; C -1.089; H 0.194; H 0.232; H 0.374; H 0.280; H 0.310; H 0.358; H 0.301